Molecular formula: C48H37BrF4N2O3PSiSn
Method: DFT, the ωB97M-V functional and the def2-TZVPD basis

Element x y z (Å)
1 Sn -0.32080 0.16919 0.04550
2 O -1.96091 0.24743 7.04962
3 C -1.70857 1.49741 6.38194
4 C -1.67174 1.23711 4.82414
5 C -1.10181 2.24674 4.03024
6 C -0.97039 2.00067 2.68689
7 N -1.41585 0.89597 2.10284
8 C -1.86237 -0.12690 2.89662
9 C -2.08957 0.03035 4.26860
10 C -2.18792 -1.42377 2.25878
11 C -3.01399 -2.40817 2.84958
12 C -3.14463 -3.69260 2.28308
13 C -3.75900 -4.93061 2.93061
14 O -4.32320 -4.54786 4.28752
15 C -2.49999 -3.86694 1.03863
16 C -1.77928 -2.83382 0.46836
17 N -1.59194 -1.65956 1.07036
18 H -1.76635 0.25188 8.02546
19 H -0.72966 1.93830 6.65410
20 H -2.44848 2.22206 6.63494
21 H -0.79100 3.18846 4.50798
22 H -0.45518 2.73955 2.03438
23 H -2.46648 -0.78097 4.85977
24 H -3.49588 -2.16600 3.79479
25 H -3.07028 -5.79294 2.97653
26 H -4.64830 -5.29333 2.30325
27 H -4.53354 -5.39403 4.70611
28 H -2.43638 -4.82259 0.48876
29 H -1.35608 -3.03131 -0.50332
30 F -5.50317 5.54759 -3.90180
31 C -4.76058 4.46370 -3.70165
32 C -4.09341 3.86644 -4.75841
33 F -4.43209 4.32246 -5.97805
34 C -3.36794 2.70320 -4.58267
35 F -2.91021 2.04795 -5.71900
36 C -3.10003 2.28272 -3.28148
37 P -2.01109 0.84823 -2.67725
38 C -0.47467 1.44842 -3.49813
39 C 0.21770 2.55882 -2.86256
40 C 1.15306 3.21472 -3.61650
41 C 1.39658 2.89258 -4.93444
42 C 0.77665 1.83856 -5.52652
43 C -0.11621 1.05040 -4.76993
44 C -2.51991 -0.43377 -3.84761
45 C -3.76090 -0.42787 -4.46602
46 C -4.08884 -1.55200 -5.20559
47 C -3.27453 -2.64780 -5.40519
48 C -2.03050 -2.68261 -4.70436
49 C -1.66959 -1.54038 -4.03808
50 C -3.81277 2.87861 -2.22368
51 Br -3.75698 2.22744 -0.43154
52 C -4.55911 4.00412 -2.41073
53 F -5.13425 4.60248 -1.33347
54 H 0.12396 2.70014 -1.76746
55 H 1.69478 4.05434 -3.17748
56 H 2.21693 3.46534 -5.45373
57 H 1.10400 1.45821 -6.49410
58 H -0.58599 0.20538 -5.24182
59 H -4.50322 0.38849 -4.41562
60 H -5.09200 -1.48021 -5.65526
61 H -3.57642 -3.53580 -5.99604
62 H -1.39530 -3.57306 -4.67293
63 H -0.67650 -1.51020 -3.68965
64 O 1.23532 -0.47966 1.23341
65 Si 2.87467 -0.39362 1.24001
66 C 3.68780 -0.83028 2.83771
67 C 3.69450 -2.20409 3.13149
68 C 3.97299 -2.66246 4.42608
69 C 4.28494 -1.68919 5.41265
70 C 4.34168 -0.32656 5.11185
71 C 3.96703 0.08686 3.85092
72 C 3.31199 1.36524 0.75099
73 C 2.85254 2.38098 1.62142
74 C 3.11684 3.69988 1.32721
75 C 3.82641 4.09428 0.20611
76 C 4.32867 3.09941 -0.60336
77 C 4.02184 1.74474 -0.39214
78 C 3.54136 -1.62764 -0.06052
79 C 4.88659 -1.86899 0.01358
80 C 5.56197 -2.67519 -0.91083
81 C 4.84168 -3.28313 -1.92234
82 C 3.44052 -3.06890 -2.03668
83 C 2.81739 -2.32770 -1.04303
84 H 3.47689 -2.89884 2.36143
85 H 4.16756 -3.73142 4.58651
86 H 4.36010 -2.01722 6.42403
87 H 4.69207 0.40959 5.83297
88 H 4.07443 1.18467 3.76184
89 H 2.40925 2.14832 2.58136
90 H 2.71934 4.50790 1.91799
91 H 4.11329 5.10446 -0.02223
92 H 4.93790 3.32649 -1.44923
93 H 4.44542 1.12381 -1.14479
94 H 5.52187 -1.42089 0.82200
95 H 6.61468 -2.79231 -0.78900
96 H 5.42792 -3.86416 -2.63752
97 H 2.83840 -3.45592 -2.90359
98 H 1.71623 -2.23878 -1.05356

Properties
F_max   4.5 eV Å⁻¹
Total charge   +3
LUMO energy (spin up / spin down)   -11.64 / -11.01 eV
Energy above the lowest of the compared OMol25 structures with the same formula, charge and spin   88.64 kJ/mol

Molecular formula: C48H37Cl2N4O4S5Tc
Method: DFT, the ωB97M-V functional and the def2-TZVPD basis

Element x y z (Å)
1 Tc 0.03095 -1.11777 0.86385
2 O 3.85825 -1.37647 2.25225
3 C 2.85185 -1.53137 1.61095
4 N 1.55745 -1.52407 2.08565
5 C 1.30405 -1.67257 3.43105
6 O 2.08715 -1.97837 4.29895
7 C -0.14295 -1.39817 3.71535
8 C -0.62495 -1.47487 5.01215
9 C -1.95845 -1.18807 5.25855
10 C -2.74625 -0.78837 4.18625
11 C -2.18575 -0.71027 2.92575
12 N -0.91545 -1.03007 2.66995
13 C 2.87545 -1.72817 0.10365
14 C 3.73205 -2.82617 -0.35585
15 C 3.45355 -3.47697 -1.49395
16 C 2.25385 -3.15897 -2.22635
17 C 1.36545 -2.26657 -1.76175
18 N 1.58455 -1.48137 -0.61685
19 H 0.05915 -1.77287 5.79375
20 H -2.36705 -1.25757 6.25585
21 H -3.78935 -0.54937 4.31485
22 H -2.77075 -0.38837 2.07585
23 H 4.56455 -3.07617 0.28185
24 H 4.07865 -4.28087 -1.84875
25 H 2.03365 -3.70937 -3.12665
26 H 0.42665 -2.07277 -2.25985
27 Cl -0.00395 0.94183 -1.81765
28 C -1.38215 1.64693 -2.70515
29 Cl -2.67865 2.07953 -1.59605
30 H -1.76195 0.89873 -3.40125
31 H -1.04075 2.54783 -3.21385
32 C 2.83615 3.16173 -7.38135
33 C 4.27705 3.46913 -7.15015
34 O 5.18855 3.25353 -7.87555
35 S 4.56915 4.41623 -5.57585
36 C 4.05025 3.22663 -4.38905
37 C 3.63625 3.66973 -3.12705
38 C 3.30335 2.77033 -2.14855
39 C 3.38855 1.37823 -2.39165
40 C 3.82305 0.94853 -3.67475
41 C 4.14305 1.85353 -4.64885
42 C 3.09495 0.42393 -1.46055
43 C 2.70085 -0.54557 -0.76155
44 H 2.74225 2.32013 -8.06455
45 H 2.40135 4.04273 -7.85645
46 H 2.29545 2.97133 -6.45875
47 H 3.59485 4.73123 -2.93225
48 H 2.98015 3.11473 -1.17935
49 H 3.90755 -0.10817 -3.87315
50 H 4.49285 1.50693 -5.61165
51 N 0.84705 0.84893 1.35445
52 S 0.10075 2.25943 1.12845
53 C 1.28015 3.46663 1.79445
54 C 2.60395 3.13953 2.02665
55 C 3.43675 4.08543 2.60735
56 C 2.95255 5.34483 2.92055
57 C 1.63165 5.66963 2.65025
58 C 0.78745 4.72893 2.08855
59 C -1.09595 2.39143 2.50105
60 C -2.44535 2.39333 2.18645
61 C -3.37895 2.40843 3.21145
62 C -2.95775 2.41653 4.53115
63 C -1.60675 2.40933 4.83725
64 C -0.66935 2.39093 3.81915
65 H 1.31805 0.85423 2.25735
66 H 2.99355 2.16763 1.76025
67 H 4.46295 3.83133 2.82225
68 H 3.60645 6.07493 3.37245
69 H 1.25155 6.65033 2.88725
70 H -0.24745 4.96083 1.88865
71 H -2.75075 2.37713 1.15075
72 H -4.43355 2.39633 2.97935
73 H -3.68385 2.43623 5.32795
74 H -1.28895 2.41033 5.86765
75 H 0.38385 2.38533 4.05415
76 O -1.32315 -1.88437 -0.13975
77 C -2.39065 -2.74477 -0.34695
78 C -1.88905 -4.17367 -0.32275
79 C -2.59825 -5.30947 -0.56715
80 C -1.79305 -6.46857 -0.56025
81 C -0.48935 -6.19147 -0.30895
82 S -0.21295 -4.50967 -0.07225
83 C -2.98585 -2.52127 -1.72275
84 C -4.20185 -2.88167 -2.21605
85 C -4.35675 -2.56217 -3.58505
86 C -3.25715 -1.97017 -4.10955
87 S -2.00665 -1.79037 -2.94165
88 C -3.47495 -2.54307 0.69075
89 C -4.46365 -1.60247 0.68075
90 C -5.31225 -1.68937 1.80525
91 C -4.95525 -2.68737 2.65255
92 S -3.57285 -3.54587 2.09895
93 H -3.65815 -5.31557 -0.73965
94 H -2.17385 -7.45607 -0.74905
95 H 0.33665 -6.87057 -0.25225
96 H -4.97405 -3.34567 -1.63075
97 H -5.24755 -2.76787 -4.15075
98 H -3.08065 -1.64297 -5.11425
99 H -4.59565 -0.87807 -0.10205
100 H -6.15615 -1.04357 1.96495
101 H -5.43915 -2.98537 3.56195

Properties
F_max   1.7 eV Å⁻¹
Multiplicity   4
Total charge   +1
LUMO energy (spin up / spin down)   -2.62 / -3.33 eV
Energy above the lowest of the compared OMol25 structures with the same formula, charge and spin   174.46 kJ/mol

Molecular formula: C48H38AsN5O8PbSe
Method: DFT, the ωB97M-V functional and the def2-TZVPD basis

Element x y z (Å)
1 Pb -0.79406 0.85182 -0.57799
2 C -4.24408 2.52490 2.63441
3 C -4.48334 3.88909 2.66623
4 C -3.75348 4.72017 1.83169
5 C -2.79027 4.15492 0.99971
6 N -2.55091 2.84960 0.98743
7 C -3.26626 2.05087 1.76973
8 C -1.99858 4.97489 0.01983
9 C -2.43310 6.23674 -0.38016
10 C -1.70577 6.90807 -1.34611
11 C -0.58335 6.31279 -1.89172
12 C -0.20600 5.04939 -1.43582
13 N -0.90554 4.41186 -0.49549
14 C 0.96958 4.32964 -2.03160
15 C 1.42347 4.62937 -3.31015
16 C 2.45342 3.87765 -3.85076
17 C 3.00355 2.85656 -3.10250
18 C 2.50622 2.64820 -1.82467
19 N 1.52386 3.36825 -1.29469
20 H -4.79346 1.83399 3.25950
21 H -5.23285 4.30699 3.32790
22 H -3.93264 5.78873 1.84424
23 H -3.05572 0.98955 1.69719
24 H -3.34382 6.67247 0.01200
25 H -2.02615 7.88521 -1.68749
26 H -0.00750 6.82662 -2.64910
27 H 0.93693 5.38495 -3.91391
28 H 2.78231 4.05892 -4.86633
29 H 3.75487 2.19412 -3.50624
30 H 2.88220 1.83373 -1.20759
31 C -3.24546 1.65654 -4.03956
32 O -4.47427 1.00811 -3.67732
33 C -4.32717 -0.19439 -3.03503
34 C -4.98996 -1.27954 -3.55664
35 C -4.93808 -2.53804 -2.94195
36 C -4.18614 -2.67742 -1.79980
37 C -3.48716 -1.59325 -1.24438
38 C -2.83537 -1.81991 0.02912
39 N -2.00437 -1.03703 0.61460
40 N -1.75979 -1.37062 1.94537
41 C -0.91123 -0.53957 2.51665
42 O -0.22333 0.37291 1.99056
43 C -0.77593 -0.74157 4.01042
44 C 0.06095 0.11087 4.72212
45 C 0.23062 -0.04303 6.09232
46 C -0.43750 -1.05489 6.76854
47 C -1.28227 -1.90620 6.06292
48 C -1.45238 -1.74906 4.69597
49 C -3.57104 -0.29345 -1.82275
50 O -3.07187 0.75970 -1.27060
51 H -3.52055 2.43132 -4.75693
52 H -2.55910 0.95278 -4.51419
53 H -2.76147 2.10091 -3.17308
54 H -5.54937 -1.12964 -4.47352
55 H -5.46641 -3.38110 -3.37041
56 H -4.11918 -3.64069 -1.30248
57 H -3.13105 -2.72039 0.57736
58 H 0.57372 0.88506 4.16505
59 H 0.88631 0.62964 6.63402
60 H -0.30660 -1.17739 7.83793
61 H -1.80887 -2.69830 6.58404
62 H -2.09937 -2.40403 4.12836
63 O 0.24216 1.86222 -3.73978
64 Se 0.36220 0.23356 -3.87754
65 O 1.92143 -0.26815 -3.88476
66 O -0.32571 -0.39141 -2.46892
67 O -0.47075 -0.35171 -5.14932
68 O 1.45713 -0.68506 -0.28111
69 As 2.32013 -1.99740 0.15383
70 C 2.11956 -3.36267 -1.17616
71 C 2.83230 -4.56026 -1.18065
72 C 2.63378 -5.45853 -2.21569
73 C 1.74055 -5.14862 -3.24070
74 C 1.04646 -3.95073 -3.23582
75 C 1.22836 -3.04569 -2.19288
76 C 1.93158 -2.77722 1.87507
77 C 2.19608 -2.02715 3.01730
78 C 1.93888 -2.56080 4.26957
79 C 1.40955 -3.83992 4.38079
80 C 1.12637 -4.57964 3.24303
81 C 1.38628 -4.04885 1.98580
82 C 4.20249 -1.55866 0.24515
83 C 5.09615 -2.14610 1.13209
84 C 6.42855 -1.75460 1.12920
85 C 6.86378 -0.77767 0.24390
86 C 5.97172 -0.19445 -0.64661
87 C 4.64033 -0.58323 -0.64774
88 H 3.54230 -4.78536 -0.39094
89 H 3.18008 -6.39449 -2.23379
90 H 1.59840 -5.85145 -4.05377
91 H 0.37395 -3.68092 -4.04055
92 H 0.69492 -2.09480 -2.18599
93 H 2.56844 -1.01333 2.92366
94 H 2.11230 -1.96386 5.15605
95 H 1.18762 -4.24622 5.36009
96 H 0.68709 -5.56569 3.33059
97 H 1.15252 -4.61695 1.09369
98 H 4.75437 -2.90056 1.83129
99 H 7.12541 -2.20707 1.82446
100 H 7.90209 -0.46818 0.25011
101 H 6.31084 0.56530 -1.33913
102 H 3.92450 -0.14208 -1.33809

Properties
F_max   0.4 eV Å⁻¹
Total charge   -2
LUMO energy   4.02 eV
Energy above the lowest of the compared OMol25 structures with the same formula, charge and spin   28.63 kJ/mol